1.
Here is a molecular structure, C24H26BaN4S2Si from OMol25. Energies are from ωB97M-V/def2-TZVPD.

Results
**Spin multiplicity**: 1
**LUMO energy**: -0.6 eV
**HOMO level**: -4.545 eV

Geometry as XYZ:
```
58
C24H26BaN4S2Si (ωB97M-V/def2-TZVPD)
C 0.938 2.151 3.923
C 1.396 2.667 2.690
C 0.280 2.810 1.832
H 2.424 2.979 2.475
C -0.868 2.390 2.543
C -0.458 1.982 3.826
H -1.128 1.718 4.656
H 1.524 2.031 4.838
H 0.292 3.226 0.817
H -1.909 2.477 2.212
Ba 0.686 -0.075 1.950
C -1.438 -2.238 -1.976
H -2.477 -2.099 -2.287
H -1.539 -1.828 -0.941
H -0.368 -0.437 -1.749
Si -0.088 -0.982 -3.120
C 1.625 -0.745 -3.878
C 2.482 0.396 -3.850
H 2.145 1.274 -3.295
C 3.727 0.325 -4.507
H 4.377 1.217 -4.520
C 4.100 -0.873 -5.143
H 5.097 -0.934 -5.550
C 3.288 -2.014 -5.140
H 3.618 -2.931 -5.663
C 2.062 -1.958 -4.457
H 1.428 -2.844 -4.360
C -1.098 0.493 -3.679
C -0.632 1.077 -4.883
H 0.409 0.842 -5.215
C -1.535 1.858 -5.666
H -1.335 2.132 -6.722
C -2.832 2.188 -5.175
H -3.565 2.788 -5.753
C -3.218 1.716 -3.893
H -4.260 1.889 -3.564
C -2.324 0.932 -3.110
H -2.603 0.549 -2.111
H -0.675 -3.140 -1.987
H -0.809 -2.382 -3.696
N -3.330 -0.192 2.278
C -2.768 -0.751 3.398
N -1.462 -0.995 3.541
C -1.202 -1.540 4.817
C -2.341 -1.773 5.560
S -3.778 -1.305 4.699
C 0.155 -1.605 5.267
C 0.596 -1.926 6.543
S 2.304 -1.638 6.721
C 2.320 -1.040 5.097
N 1.178 -1.109 4.432
N 3.487 -0.565 4.503
H -4.332 -0.003 2.398
H -2.771 0.537 1.824
H -2.370 -2.195 6.569
H -0.032 -2.287 7.351
H 4.252 -0.497 5.199
H 3.354 0.256 3.927
```

Results of the Löwdin charge analysis, in e, for atoms 1 through 2: number 1, C, carries -0.2749; number 2, C, carries -0.2964


2.
Here is a molecular structure, C24H26BrN7O4Ti from OMol25. Energies are from ωB97M-V/def2-TZVPD.

Results
**Spin multiplicity**: 2
**LUMO energy (spin up / spin down)**: -3.3 / -3.2 eV
**Charge**: +1
**HOMO level (spin up / spin down)**: -11.047 / -11.953 eV

Geometry as XYZ:
```
63
C24H26BrN7O4Ti (ωB97M-V/def2-TZVPD)
Ti -0.423 -0.101 -0.109
C -0.766 2.953 0.734
C -2.152 2.444 0.272
N -1.959 1.374 -0.730
C -1.586 1.999 -2.049
C -0.078 2.073 -2.285
N 0.754 1.245 -1.391
C 1.763 2.102 -0.627
C 1.504 2.082 0.861
N 0.084 1.782 1.119
H -0.298 3.507 -0.048
H -0.896 3.703 1.504
H -2.734 2.033 1.128
H -2.652 3.310 -0.121
H -2.820 0.850 -0.916
H -2.057 1.414 -2.880
H -1.946 3.029 -2.075
H 0.077 1.777 -3.348
H 0.183 3.144 -2.254
H 1.281 0.582 -2.017
H 2.743 1.687 -0.879
H 1.781 3.148 -1.028
H 2.165 1.348 1.363
H 1.786 3.035 1.331
H -0.104 1.619 2.144
O -1.436 -1.934 3.679
C -1.520 -0.899 3.038
N -1.319 -0.935 1.634
C -1.170 -2.290 1.172
O -2.051 -3.064 0.829
C 0.223 -2.606 0.826
C 0.707 -3.905 0.762
C 1.952 -4.133 0.138
C 2.740 -3.060 -0.256
C 2.220 -1.799 -0.167
N 0.994 -1.587 0.344
C -1.763 0.349 3.848
C -2.357 0.179 5.148
C -2.414 1.283 5.977
C -1.747 2.458 5.657
C -1.330 2.583 4.363
N -1.331 1.571 3.500
H 0.125 -4.741 1.136
H 2.269 -5.195 0.030
H 3.744 -3.219 -0.651
H 2.760 -0.917 -0.491
H -2.772 -0.772 5.426
H -2.967 1.182 6.897
H -1.591 3.266 6.419
H -0.986 3.522 4.001
Br 4.316 -0.461 -3.208
C 2.694 -1.406 -3.591
C 2.866 -2.463 -4.577
C 1.720 -3.092 -5.018
C 0.481 -2.751 -4.489
C 0.433 -1.838 -3.407
N 1.534 -1.076 -3.090
C -0.923 -1.676 -2.763
O -1.808 -2.326 -3.262
O -1.115 -0.798 -1.751
H 3.889 -2.689 -4.974
H 1.727 -3.762 -5.875
H -0.443 -3.140 -4.954
```

Results of the Löwdin charge analysis, in e, for atoms 1 through 2: number 1, Ti, carries 1.0708; number 2, C, carries -0.1511


3.
Here is a molecular structure, C24H26CoN4S2Si from OMol25. Energies are from ωB97M-V/def2-TZVPD.

Results
**Spin multiplicity**: 4
**LUMO energy (spin up / spin down)**: 0.0 / 0.0 eV
**HOMO level (spin up / spin down)**: -5.518 / -6.662 eV

Geometry as XYZ:
```
58
C24H26CoN4S2Si (ωB97M-V/def2-TZVPD)
C 0.958 2.000 3.075
C 0.887 2.537 1.759
C -0.489 2.645 1.410
H 1.728 2.901 1.188
C -1.248 2.175 2.518
C -0.356 1.744 3.527
H -0.628 1.352 4.502
H 1.861 1.904 3.660
H -0.891 3.079 0.507
H -2.315 2.279 2.633
Co -0.013 0.790 1.819
C -1.187 -3.209 -1.025
H -1.575 -3.145 0.001
H -0.114 -3.443 -1.013
H -1.384 -2.272 -1.550
Si 0.537 0.448 -0.676
C 1.848 -0.156 -1.968
C 2.812 0.764 -2.446
H 2.886 1.752 -1.989
C 3.648 0.451 -3.524
H 4.405 1.165 -3.856
C 3.512 -0.775 -4.184
H 4.155 -1.022 -5.034
C 2.525 -1.675 -3.764
H 2.370 -2.607 -4.320
C 1.732 -1.388 -2.638
H 0.995 -2.116 -2.293
C -0.859 0.832 -1.924
C -0.566 1.101 -3.279
H 0.462 0.991 -3.642
C -1.569 1.464 -4.184
H -1.293 1.658 -5.225
C -2.892 1.579 -3.750
H -3.672 1.860 -4.461
C -3.199 1.311 -2.412
H -4.225 1.438 -2.061
C -2.208 0.870 -1.530
H -2.484 0.516 -0.537
H 1.233 1.729 -0.558
H -1.705 -3.975 -1.557
N -3.566 0.389 1.492
C -2.767 -0.517 2.070
N -1.426 -0.485 2.152
C -0.957 -1.574 2.911
C -1.950 -2.389 3.402
S -3.489 -1.897 2.831
C 0.452 -1.607 3.115
C 1.233 -2.419 3.910
S 2.882 -1.976 3.823
C 2.459 -0.648 2.767
N 1.156 -0.573 2.473
N 3.414 0.221 2.381
H -4.557 0.168 1.458
H -3.228 1.234 1.057
H -1.747 -3.216 4.075
H 0.808 -3.206 4.523
H 4.356 0.041 2.703
H 3.242 0.896 1.657
```

Results of the Löwdin charge analysis, in e, for atoms 1 through 2: number 1, C, carries -0.1810; number 2, C, carries -0.2228


Q: Among the records above, which one has the lowest spin multiplicity?
A: C24H26BaN4S2Si